Arrangement one

Density functional theory data (ωB97M-V/def2-TZVPD) for a structure of composition C5H6N.

**HOMO (spin up / spin down)**: -13.473 / -13.109 eV
**LUMO (spin up / spin down)**: -7.10 / -8.05 eV
**Total charge**: +1
**HOMO-LUMO gap (spin up / spin down)**: 6.37 / 5.06 eV

Geometry (Å):
C 0.27179 -0.35898 -1.86864
C -0.78127 -0.00174 -1.11244
C 1.18405 0.42679 -0.95855
C -0.37542 -0.21816 1.09937
C -1.51151 -0.93946 0.51729
N 0.01087 0.67248 -0.02530
H 1.95751 -0.20754 -0.52054
H 1.63433 1.34532 -1.33694
H -0.65339 0.36099 1.99209
H 0.45094 -0.87917 1.40443
H -2.02816 -1.86452 0.64713
H -0.15973 1.66398 0.16209

***

Arrangement two

Density functional theory data (ωB97M-V/def2-TZVPD) for the ion C5H6N with charge +1.

**HOMO (spin up / spin down)**: -14.837 / -12.816 eV
**LUMO (spin up / spin down)**: -5.73 / -7.13 eV
**Total charge**: +1
**HOMO-LUMO gap (spin up / spin down)**: 9.11 / 5.68 eV

Geometry (Å):
C -0.41235 0.82963 -0.00161
C 2.00381 0.15266 0.00265
C -1.44845 0.15197 0.00201
C 0.96028 1.25612 -0.00048
C -2.65441 -0.40937 0.00039
N 1.84121 -1.10675 -0.00063
H 1.18953 1.86835 -0.87939
H 1.19171 1.87466 0.87385
H -3.15982 -0.64528 0.92528
H -3.15547 -0.65375 -0.92471
H 2.67921 -1.68403 0.00055
H 0.96474 -1.63421 0.00209

***

It turns out arrangement two is the most stable, with the second structure 523.5 kJ/mol higher.

***

Arrangement one

Density functional theory data (ωB97M-V/def2-TZVPD) for an isolated molecule of C5H9NS2.

**HOMO**: -8.188 eV
**LUMO**: 0.57 eV
**SMILES**: CC1(C)CN1C(=S)S
**HOMO-LUMO gap**: 8.76 eV

Geometry (Å):
C -0.86807 -0.34050 1.41715
C -0.67550 0.13957 -0.04217
C -1.44337 -0.62305 -1.11371
C -0.36339 1.69275 -0.33134
N 0.66295 0.42006 -0.48440
C 1.93443 0.15763 -0.13008
S 3.14214 1.28613 -0.12563
S 2.25882 -1.55045 0.07027
H -0.01449 -1.10854 1.73424
H -1.84542 -0.87328 1.34535
H -0.82008 0.47175 2.30985
H -2.59452 -0.51136 -1.20100
H -1.29177 -1.64003 -0.94388
H -1.01177 -0.38976 -2.08721
H -0.49536 2.19233 -1.30379
H -0.16865 2.32990 0.39626
H 3.59406 -1.65317 0.49008

***

Arrangement two

Density functional theory data (ωB97M-V/def2-TZVPD) for an isolated molecule of C5H9NS2.

**HOMO**: -8.452 eV
**LUMO**: 0.75 eV
**SMILES**: CN[C@@H]1[C@H]2SCS[C@@H]12
**HOMO-LUMO gap**: 9.21 eV

Geometry (Å):
C -0.93496 2.03889 -2.51973
N -0.45311 2.19298 -1.11616
C -0.44323 0.93080 -0.44186
C 0.51919 0.70382 0.72305
S 0.14844 -0.34546 2.11427
C -0.51229 -1.63533 1.04438
S 0.51704 -1.80151 -0.47839
C 0.70117 -0.01783 -0.55329
H -2.01056 1.64970 -2.40709
H -0.31231 1.39911 -3.19097
H -0.96525 3.00946 -3.00056
H 0.58463 2.45600 -1.21463
H -1.49301 0.55952 -0.37920
H 1.13963 1.51931 1.01199
H -0.40375 -2.51452 1.69383
H -1.55298 -1.43968 0.78871
H 1.55842 0.23976 -1.17837

***

It turns out arrangement two is the most stable, with the second structure 125.7 kJ/mol higher.

***

Arrangement one

Density functional theory data (ωB97M-V/def2-TZVPD) for an isolated molecule of C4H6N2.

**HOMO**: -8.809 eV
**LUMO**: 0.95 eV
**SMILES**: N1[C@H]2[C@@H]1[C@H]1N[C@@H]21
**HOMO-LUMO gap**: 9.76 eV

Geometry (Å):
N -1.03091 -1.29651 -0.34427
C -1.10330 0.12735 -0.16543
C -0.03931 -0.52540 -0.99849
C 1.10033 0.20466 -0.07183
N 1.01000 0.08951 1.33205
C -0.02801 0.84316 0.70337
H -0.79722 -1.95685 0.39680
H -2.00858 0.63078 -0.50204
H 0.50550 0.03625 -2.05781
H 1.63463 0.75606 -1.07627
H 0.88152 -0.80007 1.80717
H -0.12466 1.89106 0.97675

***

Arrangement two

Density functional theory data (ωB97M-V/def2-TZVPD) for an isolated molecule of C4H6N2.

**HOMO**: -9.907 eV
**LUMO**: 0.98 eV
**SMILES**: N#CCN1CC1
**HOMO-LUMO gap**: 10.88 eV

Geometry (Å):
N -1.91252 1.10426 -0.85164
C -0.79255 1.35736 -0.70249
C 0.59466 1.23141 -0.23165
N 0.72365 -0.02537 0.56234
C 0.47918 -1.29489 -0.12632
C -0.49257 -0.78183 0.86354
H 1.27843 1.22902 -1.09091
H 0.85027 2.11180 0.37589
H 1.15758 -2.12242 0.08457
H 0.15932 -1.23872 -1.16771
H -1.40596 -0.40545 0.41445
H -0.63951 -1.16517 1.86993

***

Arrangement three

Density functional theory data (ωB97M-V/def2-TZVPD) for a cluster of 2 separate species, C4H6N2 in total.

**HOMO**: -10.400 eV
**LUMO**: 0.37 eV
**HOMO-LUMO gap**: 10.77 eV

Geometry (Å):
C -2.74899 -0.07018 0.02452
C -0.76902 -0.08222 -0.57818
C 0.16376 0.14090 0.58978
C 1.63160 -0.33456 0.35497
N -3.81691 -0.24293 0.38262
N -0.12931 1.15235 -0.43794
H -0.77605 -0.78010 -1.40779
H -0.27164 0.34319 1.49678
H 1.85174 -1.01965 -0.46785
H 1.98830 -0.87582 1.17745
H 2.32029 0.53825 0.03439
H 0.55620 1.23077 -1.16876

***

It turns out arrangement two is the most stable, with the second structure 210.1 kJ/mol higher.

***

Arrangement one

Density functional theory data (ωB97M-V/def2-TZVPD) for an isolated molecule of C4H10O.

**HOMO**: -10.245 eV
**LUMO**: 1.03 eV
**SMILES**: CCCCO
**HOMO-LUMO gap**: 11.28 eV

Geometry (Å):
C -2.18202 0.02171 -0.22086
C -0.79392 0.61117 0.01548
C 0.27933 -0.46515 0.14734
C 1.68822 0.09990 0.19954
O 2.59663 -0.97959 0.06684
H -2.18685 -0.60507 -1.12052
H -2.49404 -0.60877 0.61953
H -2.93510 0.80575 -0.35260
H -0.53220 1.27525 -0.82054
H -0.80351 1.23996 0.91612
H 0.23558 -1.14593 -0.71251
H 0.10248 -1.07846 1.04079
H 1.81858 0.83563 -0.61051
H 1.85552 0.63381 1.14930
H 3.37370 -0.66968 -0.40436

***

Arrangement two

Density functional theory data (ωB97M-V/def2-TZVPD) for a cluster of 2 separate species, C4H10O in total.

**HOMO**: -9.248 eV
**LUMO**: 0.90 eV
**SMILES**: C=C(C)CO.[H][H]
**HOMO-LUMO gap**: 10.15 eV

Geometry (Å):
C 0.65480 0.71092 1.18126
C 0.25301 -0.11718 0.22190
C -0.57087 -1.34620 0.48081
C 0.60784 0.10195 -1.22423
O 1.79654 0.85183 -1.33005
H 1.28712 1.56179 0.95323
H 0.35870 0.55329 2.21641
H -1.09700 -1.29871 1.43889
H -1.31203 -1.52732 -0.30913
H 0.10406 -2.20972 0.49719
H -0.24086 0.62563 -1.69877
H 0.69762 -0.87548 -1.72809
H 1.92159 1.07650 -2.25853
H -2.56673 0.79691 0.72233
H -1.89381 1.09580 0.83678

***

Arrangement three

Density functional theory data (ωB97M-V/def2-TZVPD) for a structure of composition C4H10O.

**HOMO**: -10.167 eV
**LUMO**: 0.71 eV
**HOMO-LUMO gap**: 10.88 eV

Geometry (Å):
C -1.64309 -1.21875 -0.05370
C -0.75159 -0.20282 0.69745
C 0.63511 -0.18946 0.09535
C 1.51389 0.94998 0.61526
O 0.28205 0.63962 -1.46401
H -1.26673 -2.26270 -0.15042
H -1.81275 -0.74172 -1.02362
H -2.58047 -1.22740 0.51515
H -1.21401 0.79719 0.59692
H -0.66523 -0.46075 1.77516
H 1.13224 -1.12364 0.34280
H 1.87736 0.70171 1.61992
H 2.36872 1.21386 -0.02097
H 0.95717 1.88322 0.75030
H 0.55246 -0.33568 -1.17426

***

Arrangement four

Density functional theory data (ωB97M-V/def2-TZVPD) for a cluster of 2 separate species, C4H10O in total.

**HOMO**: -8.773 eV
**LUMO**: 1.16 eV
**SMILES**: C=COCC.[H][H]
**HOMO-LUMO gap**: 9.93 eV

Geometry (Å):
C -0.00783 -2.08148 -1.03562
C -0.31917 -0.82651 -0.72100
O 0.62039 0.06128 -0.32076
C 0.15962 1.33367 0.11315
C 1.35397 2.01530 0.74697
H 1.02228 -2.41604 -0.98461
H -0.77213 -2.77925 -1.36056
H -1.33819 -0.44324 -0.76628
H -0.66304 1.22733 0.83744
H -0.22098 1.90857 -0.74432
H 1.09491 3.01277 1.11077
H 2.16225 2.10345 0.01502
H 1.71772 1.41720 1.58792
H -2.05886 -2.29845 0.62999
H -2.75093 -2.23459 0.89189

***

It turns out arrangement one is the most stable, with the second structure 152.5 kJ/mol higher.